Entry 1:
{
  "formula": "C5H16B2Be2Cl12",
  "method": "ωB97M-V/def2-TZVPD",
  "homo_energy_ev": -15.3,
  "total_charge": 2,
  "lumo_energy_ev": -10.801,
  "symbols": ["Be", "Be", "B", "H", "H", "H", "H", "B", "H", "H", "H", "H", "C", "Cl", "Cl", "Cl", "H", "C", "Cl", "Cl", "Cl", "H", "C", "Cl", "Cl", "H", "H", "C", "Cl", "Cl", "H", "H", "C", "Cl", "Cl", "H", "H"],
  "xyz": [[0.20055, 1.56009, -2.70774], [-2.18751, -0.48345, -0.62749], [0.12116, 0.58433, -0.66710], [-0.00008, 0.04201, 0.37345], [-0.39289, 1.65240, -0.71122], [1.29730, 0.74995, -0.76402], [-0.19070, -0.08031, -1.60882], [-2.16099, 0.77048, -2.78505], [-1.70193, -0.31775, -2.78269], [-3.33139, 0.74700, -2.85612], [-1.74998, 1.27074, -1.79061], [-1.70025, 1.38081, -3.72952], [3.73790, 0.20672, 1.78438], [4.21578, -1.41739, 2.35819], [5.23599, 1.17983, 1.82075], [2.55769, 0.99705, 2.82542], [3.45828, 0.21611, 0.73847], [2.39972, 5.06113, -0.61658], [3.78083, 5.56878, 0.30374], [1.20058, 6.35719, -0.61721], [1.65126, 3.57677, 0.07533], [2.75412, 4.81702, -1.61022], [-2.63905, -1.06462, 3.52163], [-1.85598, 0.04426, 2.33710], [-4.17319, -0.47951, 4.06490], [-2.83285, -1.98460, 2.98361], [-1.96197, -1.13096, 4.36558], [1.17097, -2.66252, 2.10399], [0.86219, -1.95151, 3.69675], [-0.40467, -2.75836, 1.19880], [1.74700, -1.95141, 1.53096], [1.62145, -3.63679, 2.24262], [-2.17638, -3.52190, -2.90532], [-3.46394, -2.42412, -3.38018], [-0.87158, -2.62533, -2.06395], [-2.49172, -4.36182, -2.29508], [-1.72570, -3.93032, -3.80674]]
}



Entry 2:
{
  "formula": "C19H29Cl3F8MgN2O2P",
  "method": "ωB97M-V/def2-TZVPD",
  "homo_energy_ev": -10.8,
  "total_charge": 1,
  "lumo_energy_ev": -7.932,
  "symbols": ["C", "C", "C", "C", "O", "C", "C", "N", "C", "C", "N", "P", "C", "C", "C", "C", "H", "H", "H", "H", "H", "H", "H", "H", "H", "H", "H", "H", "H", "H", "H", "H", "H", "H", "H", "H", "H", "C", "C", "C", "F", "F", "F", "F", "O", "C", "C", "F", "F", "F", "F", "H", "H", "H", "H", "Cl", "C", "C", "Cl", "H", "H", "H", "H", "Cl", "Mg"],
  "xyz": [[4.57023, 4.94780, 2.56679], [3.25979, 4.25306, 1.79397], [3.50122, 2.62992, 1.86533], [2.15007, 1.73299, 1.51436], [0.94727, 2.53978, 1.25540], [-0.29110, 1.73294, 1.36174], [-0.77567, 1.08253, -0.07396], [-1.13636, 0.35542, -1.11110], [-1.47482, 2.67938, 2.06913], [-1.25963, 2.47211, 3.70365], [-1.18295, 2.08382, 4.96000], [-3.22777, 2.24079, 1.45147], [-3.46649, 3.27320, -0.18298], [-3.63457, 4.90057, 0.12522], [-4.60820, 2.87604, 2.60744], [-4.70528, 2.12087, 4.05988], [5.59698, 4.46721, 2.20172], [4.44191, 4.67725, 3.71077], [4.58233, 6.11779, 2.47864], [2.24602, 4.53718, 2.34064], [3.16696, 4.67046, 0.69190], [4.39148, 2.35910, 1.15337], [3.84758, 2.38111, 2.96530], [2.03077, 0.97232, 2.42558], [2.43153, 1.05627, 0.58351], [-0.12687, 0.84249, 2.13976], [-1.24444, 3.78816, 1.77302], [-4.51405, 2.93993, -0.63651], [-2.56755, 3.05611, -0.90846], [-4.72000, 5.27249, -0.19725], [-2.88441, 5.47243, -0.59088], [-3.48830, 5.17916, 1.25235], [-5.63980, 2.65192, 2.05006], [-4.60470, 4.06069, 2.75379], [-4.89662, 0.97804, 3.87385], [-5.68250, 2.55432, 4.59125], [-3.82203, 2.33796, 4.79603], [1.23379, -3.22538, -1.13709], [2.35704, -2.17909, -1.20290], [2.47813, -1.44857, -2.53728], [2.74416, -2.28567, -3.56470], [3.50229, -0.55282, -2.49928], [3.53201, -2.76250, -0.84752], [2.09780, -1.24890, -0.23152], [1.61890, -4.58290, -1.37277], [1.70324, -4.96498, -2.74432], [3.13159, -5.32145, -3.17707], [3.99088, -4.29190, -2.97130], [3.18408, -5.60906, -4.50533], [1.14438, -3.99697, -3.51003], [0.89863, -6.05422, -2.87606], [0.87082, -3.22466, -0.10108], [0.35761, -2.93896, -1.73140], [1.56422, -0.89338, -2.76867], [3.50542, -6.18726, -2.62331], [-4.53612, -8.47243, -3.62158], [-2.89032, -8.08158, -4.18006], [-2.07029, -7.38287, -3.10725], [-2.66801, -5.73979, -2.76714], [-2.97480, -7.47075, -5.08423], [-2.41554, -9.02874, -4.45313], [-1.03319, -7.27984, -3.44019], [-2.07172, -7.94585, -2.16816], [1.31750, 6.00096, 2.54490], [2.21750, 4.87596, -0.73635]]
}